Record 1
Formula: C37H23CdF4N9O3S
Source: the Open Molecules 2025 dataset
Level of theory: wB97M-V/def2-TZVPD

Computed properties:
**ΔE to the lowest compared entry with this formula, charge and spin**: 1.1049 eV
**Charge**: 0

Element x y z (Å)
H (-3.91, -4.08, 0.70)
H (4.15, -0.86, 4.90)
C (-2.33, 3.23, 0.53)
C (4.83, 3.80, -0.33)
N (0.51, 1.58, 5.63)
N (-1.34, -2.00, 1.25)
C (6.04, 3.64, -0.98)
C (-1.81, -3.24, 3.22)
O (4.14, 6.63, 2.63)
C (-3.77, -2.29, -1.42)
N (1.34, 1.35, -0.71)
H (-4.85, -2.01, -3.25)
H (-3.44, -4.63, 3.08)
H (7.99, 4.52, -1.15)
F (-0.88, 1.05, 3.07)
C (-2.75, -1.65, -3.47)
C (5.61, 5.67, 0.72)
C (3.63, 1.76, -1.27)
N (-3.86, 5.01, -2.11)
C (-0.08, 2.42, 5.13)
H (5.84, -1.40, 3.05)
S (5.17, 7.12, 1.73)
C (-2.34, -2.61, 0.62)
H (0.44, 2.74, 0.51)
C (-1.35, 3.39, 3.27)
N (-0.99, 5.58, 6.03)
Cd (0.13, -0.66, -0.11)
F (-3.04, 5.49, 0.80)
H (3.36, 0.34, 3.87)
N (-1.60, 1.24, -2.19)
C (5.05, -1.19, 2.32)
F (-1.86, 0.86, 0.69)
O (4.69, 8.02, 0.69)
N (-1.43, -1.87, -1.49)
C (2.47, 3.27, 0.15)
H (-1.56, -3.47, 4.25)
C (3.70, -3.06, 3.32)
C (-1.54, -1.60, -2.80)
C (7.01, 4.58, -0.69)
H (2.46, 4.17, 0.76)
H (-0.63, -1.33, -3.32)
C (-3.12, -3.57, 1.25)
H (5.25, -1.76, 1.41)
H (-0.22, -1.79, 2.96)
C (-2.85, -3.88, 2.57)
C (3.38, -0.71, 4.14)
C (1.36, 2.47, 0.02)
C (2.47, 1.01, -1.35)
C (3.68, -1.58, 2.91)
H (-4.65, -2.56, -0.83)
N (4.62, 4.80, 0.51)
C (3.64, 2.91, -0.50)
C (1.78, -1.15, 1.06)
C (-1.07, -2.31, 2.52)
C (-2.06, 2.11, -1.59)
C (-2.04, 4.50, 2.61)
H (2.41, -0.97, 4.57)
H (2.44, 0.09, -1.93)
C (-0.80, 3.50, 4.50)
C (2.63, -1.37, 1.90)
H (4.51, 1.41, -1.80)
H (5.07, -0.13, 2.08)
C (-3.25, 4.24, -1.51)
H (3.87, -3.70, 2.45)
F (-2.17, 5.64, 3.26)
H (6.23, 2.83, -1.68)
C (-2.53, -2.24, -0.81)
C (-0.90, 4.69, 5.31)
C (-2.56, 3.20, -0.80)
H (2.75, -3.35, 3.77)
H (-2.79, -1.42, -4.53)
C (-1.81, 2.08, 1.26)
C (-1.33, 2.15, 2.50)
O (6.40, 7.53, 2.38)
H (4.50, -3.25, 4.04)
C (-3.89, -1.99, -2.76)
N (6.82, 5.59, 0.15)
C (-2.49, 4.42, 1.35)

Löwdin population analysis, charges in e, atoms 1 to 4: H 0.116; H 0.088; C -0.020; C -0.233

***

Record 2
Formula: C37H24BrIIrN6O4S2
Source: the Open Molecules 2025 dataset
Level of theory: wB97M-V/def2-TZVPD

Computed properties:
**ΔE to the lowest compared entry with this formula, charge and spin**: 0.8756 eV
**2S+1**: 2
**Charge**: 0

Element x y z (Å)
H (-3.44, 4.26, 2.95)
S (-0.55, 0.92, -2.06)
C (0.66, -0.27, -2.30)
H (-4.55, 4.05, -2.23)
H (-4.09, 0.60, 0.01)
C (1.00, 5.31, 3.87)
C (-1.46, -4.76, 0.22)
C (4.46, -3.69, 0.51)
O (-1.31, 2.78, 2.56)
C (1.56, 5.79, 2.73)
H (0.67, 3.44, -1.94)
N (1.28, -5.38, 0.26)
Ir (-0.15, 1.42, 0.20)
C (-2.32, -2.11, 0.09)
I (1.05, 0.66, 2.46)
C (2.66, -5.35, 0.35)
N (-4.06, 3.58, -0.25)
H (-5.59, 2.84, -1.48)
N (4.54, -3.91, -3.15)
H (5.66, -6.86, 0.55)
C (-2.94, 2.80, -0.59)
H (-4.54, -0.92, -0.79)
H (-0.55, -1.49, -3.60)
H (2.26, 6.62, 2.77)
C (-4.25, 4.06, 0.99)
N (-2.07, 2.48, 0.45)
H (4.78, -2.66, 0.56)
H (3.88, -0.97, -1.45)
C (3.11, -4.02, 0.39)
C (-0.27, 3.74, 2.60)
C (0.81, 3.93, -0.99)
C (3.70, -3.14, -2.97)
O (-2.79, 2.45, -1.74)
C (1.81, 5.74, 0.26)
C (1.40, -2.32, -3.34)
C (-2.80, -4.45, 0.20)
C (-5.05, 3.77, -1.31)
H (1.27, 5.72, 4.83)
C (4.92, -6.07, 0.51)
C (-3.25, -3.14, 0.12)
H (-5.74, 4.55, -1.00)
H (-1.11, -5.78, 0.27)
H (6.41, -4.53, 0.65)
C (-0.52, -3.73, 0.18)
H (-4.50, -0.83, 1.00)
C (1.27, 5.21, 1.46)
H (2.42, 6.63, 0.31)
C (-0.95, -2.41, 0.13)
H (-0.49, 3.94, 4.69)
C (5.35, -4.73, 0.57)
N (1.97, -3.26, 0.31)
C (1.53, 5.15, -0.93)
H (-4.31, -2.94, 0.11)
C (0.31, 3.36, 0.16)
H (1.88, 5.59, -1.86)
S (2.12, 1.18, -0.60)
C (1.11, -3.47, -4.16)
C (3.58, -6.39, 0.41)
C (1.91, -0.14, -1.67)
C (0.02, 4.29, 3.80)
C (-3.33, 3.85, 1.97)
O (-2.65, -0.80, 0.05)
C (2.92, -1.09, -1.92)
C (-2.24, 3.02, 1.64)
H (-5.16, 4.61, 1.15)
H (0.43, -1.36, 0.99)
O (-0.05, -1.36, 0.14)
C (0.42, -1.37, -3.14)
C (0.90, -4.13, 0.23)
C (0.42, 4.08, 1.40)
H (3.24, -7.42, 0.37)
H (1.94, -2.26, 0.22)
C (2.67, -2.17, -2.74)
N (0.89, -4.39, -4.81)
Br (-4.08, -5.84, 0.34)
C (-4.03, -0.48, 0.07)

Löwdin population analysis, charges in e, atoms 1 to 4: H 0.130; S 0.797; C -0.654; H 0.100